1.
Formula: C4H9NO
Source: OMol25
Level of theory: wB97M-V/def2-TZVPD

Calculated values
total charge	0
E_tot	-7827.7238	eV
HOMO-LUMO gap	8.290	eV
highest occupied orbital energy	-7.6	eV

CARTESIAN COORDINATES (ANGSTROEM)
C  -1.268  -0.810  0.375
N  -0.372  0.334  0.341
C  -0.985  1.469  -0.322
C  0.916  0.017  -0.179
C  1.865  -0.750  0.533
O  2.667  -1.312  -0.297
H  -1.505  -1.199  -0.633
H  -2.204  -0.526  0.869
H  -0.817  -1.623  0.953
H  -1.929  1.721  0.175
H  -0.325  2.341  -0.256
H  -1.202  1.278  -1.391
H  1.413  0.854  -0.681
H  1.783  -0.860  -1.096
H  1.963  -0.933  1.607

---

2.
Formula: CH24O13
Source: OMol25
Level of theory: wB97M-V/def2-TZVPD

Calculated values
total charge	+2
E_tot	-28022.6093	eV
HOMO-LUMO gap	6.499	eV
highest occupied orbital energy	-15.1	eV

CARTESIAN COORDINATES (ANGSTROEM)
O  0.308  2.540  1.924
H  0.453  1.916  1.209
H  0.502  2.045  2.724
H  -0.634  2.678  2.043
O  -0.595  2.187  -2.358
H  -0.855  1.380  -2.807
H  -0.076  1.916  -1.597
H  -1.339  2.614  -1.925
O  -3.442  0.706  1.439
H  -3.383  1.084  2.319
H  -3.625  1.443  0.852
H  -2.573  0.395  1.174
O  2.849  -0.769  0.911
H  2.014  -0.965  0.478
H  3.417  -1.484  1.208
H  3.294  -0.052  0.453
C  0.081  -0.056  -0.186
O  -0.967  0.025  0.377
O  0.581  -1.147  -0.497
O  0.730  1.004  -0.314
O  -2.791  -0.751  -1.284
H  -3.075  0.007  -1.795
H  -2.041  -0.433  -0.781
O  -1.328  -0.849  2.999
H  -1.045  -0.635  2.109
H  -0.741  -0.346  3.564
O  3.385  1.443  -0.369
H  3.774  1.741  -1.192
H  2.443  1.564  -0.492
O  -1.922  -2.748  0.603
H  -1.802  -2.432  1.498
H  -1.269  -2.272  0.090
O  2.307  -0.679  -3.255
H  1.831  -0.887  -2.451
H  2.608  0.221  -3.131
O  0.716  -3.750  -1.109
H  0.608  -2.809  -0.973
H  1.603  -3.843  -1.456

---

3.
Formula: C7H12NO
Source: OMol25
Level of theory: wB97M-V/def2-TZVPD

Calculated values
structure (SMILES)	C[N+]1=CC[C@@H](CC=O)C1
total charge	+1
E_tot	-10982.4784	eV
HOMO-LUMO gap	9.446	eV
highest occupied orbital energy	-14.2	eV

CARTESIAN COORDINATES (ANGSTROEM)
C  -0.209  1.829  -0.431
C  1.482  0.443  0.958
C  0.123  1.086  0.889
C  1.252  -0.738  0.093
C  -0.419  0.723  -1.496
C  -0.685  -2.194  -0.495
C  -0.806  -0.054  0.948
N  -0.073  -1.053  0.135
O  0.530  0.098  -1.949
H  0.556  2.464  -0.785
H  -1.129  2.412  -0.515
H  2.268  1.099  0.639
H  1.813  0.232  1.988
H  -0.101  1.649  1.795
H  2.002  -1.309  -0.448
H  -1.438  0.736  -1.976
H  -1.701  -1.909  -0.701
H  0.024  -2.374  -1.333
H  -0.728  -2.957  0.203
H  -1.774  0.258  0.599
H  -0.987  -0.443  1.881

---

4.
Formula: C8H6NO
Source: OMol25
Level of theory: wB97M-V/def2-TZVPD

Calculated values
total charge	+1
E_tot	-11918.7535	eV
HOMO-LUMO gap	7.354	eV
highest occupied orbital energy	-13.7	eV

CARTESIAN COORDINATES (ANGSTROEM)
C  -2.465  -1.044  -1.968
C  0.862  0.727  1.292
C  -0.276  1.034  0.563
C  1.729  -0.259  0.918
C  -0.600  0.185  -0.519
C  1.501  -1.051  -0.177
C  0.262  -0.868  -0.815
C  -0.395  -2.230  -1.972
N  -1.727  -1.937  -2.100
O  0.255  -3.043  -2.498
H  -3.413  -0.669  -2.202
H  1.249  1.425  2.129
H  -0.858  2.057  0.484
H  2.663  -0.221  1.402
H  -1.556  0.443  -1.019
H  2.251  -1.740  -0.676

---

5.
Formula: C3H10NO
Source: OMol25
Level of theory: wB97M-V/def2-TZVPD

Calculated values
spin multiplicity	2
total charge	+2
E_tot	-6789.7474	eV
HOMO-LUMO gap (alpha / beta)	11.218 / 9.696	eV
highest occupied orbital energy (alpha / beta)	-21.1 / -22.6	eV
⟨S²⟩	0.7545

CARTESIAN COORDINATES (ANGSTROEM)
C  0.714  2.270  0.878
N  -0.012  1.212  0.041
H  1.162  1.733  1.705
H  1.492  2.714  0.269
H  -0.010  3.012  1.192
H  -0.782  0.871  0.623
H  0.582  0.438  -0.238
H  -0.445  1.636  -0.784
C  -0.075  -1.956  0.483
C  -0.777  -2.058  -0.728
O  -0.494  -1.269  -1.719
H  0.981  -1.722  0.401
H  -0.552  -2.275  1.406
H  -1.487  -2.856  -0.977
H  -0.299  -1.750  -2.552

---

6.
Formula: C20H28GeN6O3S5Tc
Source: OMol25
Level of theory: wB97M-V/def2-TZVPD

Calculated values
spin multiplicity	2
total charge	-2
E_tot	-149170.8854	eV
HOMO-LUMO gap (alpha / beta)	5.077 / 5.102	eV
highest occupied orbital energy (alpha / beta)	-0.6 / -0.6	eV
⟨S²⟩	0.8050

CARTESIAN COORDINATES (ANGSTROEM)
Tc  -0.667  0.013  0.552
O  5.278  -2.516  -2.090
C  4.512  -1.607  -1.822
S  4.075  -0.313  -2.922
C  2.965  0.604  -1.875
C  2.786  0.071  -0.645
S  1.829  0.548  0.762
S  3.665  -1.430  -0.300
S  2.301  2.002  -2.664
N  -2.072  2.178  4.021
C  -1.951  1.634  2.764
O  -0.983  1.918  2.072
C  -3.052  0.729  2.295
C  -2.796  0.262  0.866
H  -1.201  2.510  4.405
H  -2.652  1.658  4.660
H  -4.007  1.258  2.451
H  -3.047  -0.137  2.964
H  -3.205  0.997  0.163
H  -3.315  -0.682  0.694
C  -0.701  -5.970  4.024
C  -1.389  -4.800  3.376
C  -2.636  -4.923  2.776
C  -3.168  -3.752  2.259
N  -2.530  -2.597  2.271
C  -1.280  -2.582  2.781
S  -0.309  -1.138  2.708
N  -0.727  -3.652  3.390
H  -1.370  -6.826  4.126
H  -0.326  -5.679  5.005
H  0.160  -6.266  3.422
H  -3.167  -5.865  2.732
H  -4.164  -3.743  1.819
C  -0.073  -4.296  -1.766
Ge  -1.054  -2.579  -1.889
C  -2.943  -3.093  -1.718
C  -0.648  -1.904  -3.690
C  -0.378  -1.538  -0.409
H  -0.396  -4.998  -2.540
H  -0.246  -4.750  -0.788
H  1.000  -4.126  -1.875
H  -3.203  -3.849  -2.465
H  -3.583  -2.223  -1.832
H  -3.096  -3.515  -0.724
H  -0.579  -2.736  -4.394
H  0.303  -1.371  -3.676
H  -1.422  -1.216  -4.020
H  0.455  -2.108  0.037
C  -3.038  1.407  -4.261
N  -2.113  1.882  -3.253
C  -1.471  3.073  -3.378
C  -0.635  3.497  -2.424
C  -0.415  2.641  -1.287
N  -1.034  1.457  -1.158
C  -1.903  1.046  -2.139
O  -2.549  0.013  -2.103
N  0.405  3.106  -0.335
H  -3.089  2.149  -5.057
H  -4.028  1.254  -3.831
H  -2.703  0.456  -4.671
H  -1.661  3.629  -4.288
H  -0.075  4.412  -2.528
H  1.119  3.715  -0.709
H  0.823  2.379  0.261